DFT (the ωB97M-V functional and the def2-TZVPD basis) results for the ion C5H10NO with charge +1 in a non-equilibrium geometry.

As for the net charge: +1. Its SMILES is C[C@@H]1C[C@H]([NH3+])C1=O. Its LUMO energy is -3.7 eV. The calculation puts the HOMO energy at -13.987 eV. The value obtained for the total energy is -8875.7530 eV. The strongest force on any atom comes out at 0.071 hartree/bohr. The energy relative to the best compared isomer or geometry (same formula, charge and spin) comes out at 65.2 kcal/mol.

Last column: Mulliken charge in e.
Element x y z (Å)
O: 1.11651 2.20838 -0.52548  -0.406
N: -1.92357 1.39107 -0.32953  -0.336
C: 1.23030 -0.03433 0.55440  0.437
C: -0.30016 -0.61805 0.47660  -0.771
C: 0.77846 1.32328 0.13866  0.252
C: 2.27914 -0.85082 -0.21651  -1.273
C: -0.88137 0.84362 0.71827  -0.329
H: -1.24059 1.08397 1.75342  0.357
H: 3.36419 -0.60272 -0.04209  0.347
H: 2.12967 -1.88168 -0.13370  0.333
H: 1.60020 0.24752 1.57818  0.310
H: 2.09296 -0.54860 -1.28516  0.322
H: -1.95935 0.54204 -0.98025  0.382
H: -1.49128 2.28048 -0.75748  0.373
H: -2.81814 1.44989 0.19560  0.366
H: -0.65227 -0.89113 -0.55389  0.322
H: -0.60682 -1.32797 1.19061  0.315

***

DFT (the ωB97M-V functional and the def2-TZVPD basis) results for the molecule C4H5NO2 in a non-equilibrium geometry.

As for the net charge: 0. Its SMILES is C#CCNC(=O)O. Its LUMO energy is 0.3 eV. The calculation puts the HOMO energy at -10.086 eV. The value obtained for the total energy is -9811.2230 eV. The strongest force on any atom comes out at 0.054 hartree/bohr. The energy relative to the best compared isomer or geometry (same formula, charge and spin) comes out at 71.3 kcal/mol.

Last column: Mulliken charge in e.
Element x y z (Å)
O: 1.96266 -1.55263 0.12543  -0.447
O: 1.79906 0.54448 0.87310  -0.439
N: -0.19732 -0.58335 1.03990  -0.274
C: -1.12012 -0.15185 -0.03951  -0.444
C: -0.46180 2.35661 -1.04528  0.055
C: -0.86697 1.32991 -0.51797  -0.378
C: 1.20836 -0.50158 0.66431  0.425
H: -1.18514 -0.86173 -0.91928  0.267
H: -2.16702 -0.13054 0.41809  0.303
H: 0.05595 3.20662 -1.56786  0.343
H: -0.45006 -1.51199 1.40533  0.260
H: 1.42239 -2.14394 -0.43626  0.328

***

DFT (the ωB97M-V functional and the def2-TZVPD basis) results for a cluster of 2 separate species, CH3N3S in total in a non-equilibrium geometry.

As for the net charge: 0. Its SMILES is N#[N+][S-].C=N. Its LUMO energy is 0.4 eV. The calculation puts the HOMO energy at -9.802 eV. The value obtained for the total energy is -16388.8480 eV. The strongest force on any atom comes out at 0.111 hartree/bohr. The energy relative to the best compared isomer or geometry (same formula, charge and spin) comes out at 9.9 kcal/mol.

Last column: Mulliken charge in e.
Element x y z (Å)
S: 3.46763 -0.34632 0.18424  -0.095
N: 1.17991 0.97902 0.11981  -0.202
N: 2.11750 0.34313 0.24872  0.268
N: -1.03977 -1.00334 0.23762  -0.473
C: -1.35778 0.14069 -0.05210  -0.246
H: -1.87123 0.57600 -0.93627  0.248
H: -1.14163 1.02614 0.55166  0.260
H: -1.35463 -1.71533 -0.35369  0.239

***

DFT (the ωB97M-V functional and the def2-TZVPD basis) results for the ion C10H20N3 with charge +1 in a non-equilibrium geometry.

As for the net charge: +1. Its SMILES is C=N/C(C)=N\[C@@H](C)[C@@H](C)/[NH+]=C/CC. Its LUMO energy is -3.6 eV. The calculation puts the HOMO energy at -12.977 eV. The value obtained for the total energy is -15155.7744 eV. The strongest force on any atom comes out at 0.079 hartree/bohr. The energy relative to the best compared isomer or geometry (same formula, charge and spin) comes out at 76.1 kcal/mol.

Last column: Mulliken charge in e.
Element x y z (Å)
N: -1.34176 -0.45034 0.56423  -0.471
N: -0.48108 1.78398 0.88832  -0.157
N: 0.79205 -0.96681 -1.11670  -0.062
C: -1.81520 0.68341 -1.66053  -1.508
C: 3.12766 -0.16689 1.58164  -1.222
C: -0.85915 2.98489 0.91064  -0.317
C: -0.45895 -1.96418 -2.80864  -1.803
C: -0.94163 0.51926 1.26045  0.577
C: 2.17124 0.18846 0.45228  -0.153
C: -0.46207 -1.50674 -1.39408  0.031
C: -1.60446 -0.58435 -0.78967  0.315
C: -0.80015 0.23964 2.67172  -1.392
C: 1.15763 -0.82417 0.11809  -0.266
H: 2.64636 -0.36397 2.53497  0.349
H: 3.89005 -0.93012 1.25566  0.341
H: -1.87986 3.29045 1.30977  0.256
H: 1.05128 -0.31708 -1.81999  0.377
H: -0.55168 -2.44047 -0.84959  0.265
H: -0.04356 0.78019 3.18181  0.466
H: -1.09621 1.40452 -1.37494  0.423
H: 1.53225 1.04435 0.73500  0.084
H: -0.14907 -1.33113 -3.58564  0.497
H: -0.55335 -0.81580 2.94518  0.296
H: 2.68562 0.48386 -0.45408  0.492
H: -2.88763 1.11102 -1.43036  0.307
H: -0.18388 3.80944 0.61076  0.274
H: 0.77252 -1.39595 0.95911  0.577
H: -1.66215 0.56100 3.27525  0.349
H: -1.89640 0.54295 -2.70503  0.413
H: -1.42600 -2.31414 -3.00869  0.439
H: -2.49535 -1.11129 -1.09433  0.391
H: 0.19449 -2.79489 -2.94304  0.489
H: 3.56845 0.85090 1.78045  0.345

***

DFT (the ωB97M-V functional and the def2-TZVPD basis) results for a cluster of 2 separate species, C43H38O2P in total in a non-equilibrium geometry.

As for the net charge: +1. Its LUMO energy is -5.0 eV. The calculation puts the HOMO energy at -9.542 eV. The value obtained for the total energy is -58584.4832 eV. The strongest force on any atom comes out at 0.027 hartree/bohr. The energy relative to the best compared isomer or geometry (same formula, charge and spin) comes out at 0.0 kcal/mol.

Last column: Mulliken charge in e.
Element x y z (Å)
P: -1.57937 0.56237 -2.77034  2.175
O: 1.61812 -1.61199 -2.04477  -0.313
O: 0.46287 -0.37704 -0.47526  -0.177
C: -0.16349 -0.42732 -2.79947  -0.773
C: -2.24081 0.16401 3.01347  -0.200
C: 5.61032 -3.58247 3.56708  -0.425
C: -2.87263 -0.28486 -1.83605  0.535
C: -4.73861 -1.66153 -0.27650  -0.478
C: 3.90870 1.23930 3.70357  -0.682
C: 1.23765 -1.06763 2.50930  0.426
C: 3.27979 -2.89720 3.56226  -0.433
C: 4.25737 -3.85954 3.81557  -0.819
C: -3.39701 -1.51366 -2.28057  -0.153
C: -1.29170 2.22634 -2.11844  0.091
C: -0.01018 2.63845 -1.71791  -0.583
C: 4.23035 2.58930 3.81008  -0.888
C: -1.47408 1.43041 -5.42293  -0.494
C: -0.89557 4.82858 -1.15465  -0.571
C: 3.61765 -1.62957 3.03248  0.283
C: 4.99560 -1.35957 2.82027  -0.406
C: -4.33236 -2.19963 -1.50025  -0.993
C: -2.27949 0.85481 -4.42046  0.139
C: -4.16134 0.88191 -5.97278  -0.724
C: 3.46707 3.53657 3.11481  -0.529
C: -3.29543 0.25419 -0.61599  -0.499
C: -4.28610 -0.40221 0.11489  -0.902
C: -3.61111 0.53179 -4.73587  -0.163
C: 5.97289 -2.31358 3.09606  -0.860
C: -3.50080 -0.26201 3.40928  -0.846
C: -2.15849 4.44657 -1.61518  -0.774
C: -1.23602 -0.77053 2.64568  0.361
C: -3.81562 -1.63205 3.39901  -0.355
C: 0.10036 -0.29000 2.43431  -0.338
C: -2.02756 1.79475 -6.65701  -0.708
C: -2.35203 3.15359 -2.10941  -0.249
C: 3.63107 -2.82052 -1.86909  -1.449
C: 2.90565 0.77980 2.80548  0.343
C: -2.85920 -2.56536 2.97420  -0.902
C: -3.37955 1.54608 -6.92207  -0.436
C: 0.61540 -0.76792 -1.64269  -0.324
C: 2.23679 1.75428 2.02975  0.394
C: 2.58033 -2.09510 -1.05435  0.388
C: 0.17380 3.93020 -1.21023  -0.600
C: -1.58115 -2.14707 2.61002  -0.261
C: 2.56726 -0.64073 2.75534  0.689
C: 2.44855 3.11640 2.24593  -0.786
H: -3.32995 2.86462 -2.49916  0.456
H: 4.45287 -3.18747 -1.25708  0.414
H: -4.79742 -1.96588 3.73129  0.427
H: 3.01592 -1.24738 -0.50126  0.060
H: 4.04822 -2.15537 -2.63327  0.326
H: -4.23992 0.47080 3.73645  0.426
H: -3.10795 -3.62887 2.94867  0.413
H: 1.07654 -2.14427 2.46106  0.085
H: 2.23882 -3.08402 3.83689  0.511
H: 2.04665 -2.77231 -0.37006  0.122
H: -3.08350 -1.92948 -3.24070  0.547
H: -5.20107 0.62612 -6.19625  0.399
H: 4.43984 0.51510 4.32599  0.674
H: 1.15998 4.24257 -0.86147  0.549
H: 5.29134 -0.36764 2.47466  0.627
H: -2.98864 5.15649 -1.59082  0.400
H: -0.41012 1.58229 -5.23925  0.385
H: -4.68750 0.07400 1.00972  0.530
H: -5.42590 -2.21372 0.36493  0.441
H: -1.40243 2.26420 -7.42160  0.381
H: 0.13380 -0.87084 -3.74016  0.434
H: 0.82956 1.94885 -1.80965  0.423
H: -1.98051 1.22734 3.01151  0.408
H: 1.54796 1.42988 1.24223  0.306
H: 3.63145 4.59886 3.29261  0.412
H: -0.74578 5.83048 -0.75297  0.405
H: 1.81581 3.83987 1.72259  0.473
H: -2.85332 1.18273 -0.25455  0.339
H: 5.06254 2.90371 4.44602  0.400
H: 0.17242 0.78376 2.34350  0.389
H: 3.16483 -3.67649 -2.36788  0.327
H: 7.02333 -2.05116 2.95927  0.405
H: 3.96961 -4.82924 4.22665  0.404
H: -4.22404 -0.01186 -4.02161  0.361
H: -0.82387 -2.87435 2.30679  0.402
H: -3.81988 1.85451 -7.87116  0.381
H: -4.75794 -3.14146 -1.85151  0.410
H: 6.38036 -4.32497 3.79301  0.420

***

In order of appearance, HOMO-LUMO gap = 10.2, 10.4, 10.2, 9.3, 4.6 eV.